Entry 1:
# C20H42O5P4V

C20H42O5P4V as an isolated structure (ωB97M-V with the def2-TZVPD basis set, the Open Molecules 2025 dataset).

```
72
Properties=species:S:1:pos:R:3:lowdin_charge:R:1
P -0.550 -0.792 2.645 0.976
C 1.056 -0.814 3.455 -0.149
H 0.944 -1.127 4.501 0.107
H 1.485 0.190 3.411 0.053
H 1.733 -1.496 2.943 0.077
C -1.406 0.613 3.417 -0.153
H -2.493 0.617 3.260 0.059
H -1.020 1.587 3.086 0.056
H -1.237 0.550 4.504 0.109
C -1.356 -2.364 3.093 -0.142
H -1.481 -2.397 4.184 0.105
H -0.718 -3.206 2.788 0.092
H -2.340 -2.519 2.637 0.050
P -0.659 -2.617 -1.861 0.937
C 1.019 -3.332 -2.075 -0.180
H 0.974 -4.172 -2.787 0.100
H 1.389 -3.691 -1.108 0.065
H 1.698 -2.564 -2.461 0.056
C -1.548 -4.154 -1.377 -0.191
H -2.638 -4.048 -1.437 0.055
H -1.295 -4.416 -0.343 0.069
H -1.227 -4.977 -2.029 0.091
C -1.033 -2.348 -3.636 -0.187
H -1.096 -3.308 -4.165 0.095
H -0.230 -1.751 -4.079 0.069
H -1.970 -1.804 -3.783 0.042
P -0.235 2.325 -1.632 0.976
C 1.370 3.037 -2.121 -0.181
H 1.170 3.922 -2.751 0.099
H 1.905 2.274 -2.704 0.076
H 2.001 3.330 -1.258 0.005
C -1.236 2.538 -3.144 -0.147
H -0.939 3.511 -3.567 0.098
H -2.322 2.537 -2.969 0.061
H -1.008 1.749 -3.879 0.091
C -0.823 3.462 -0.319 -0.142
H -0.865 4.477 -0.759 0.111
H -0.115 3.461 0.530 0.050
H -1.821 3.205 0.063 0.040
V -1.490 -0.441 -0.465 0.588
C 0.022 -1.092 0.648 -0.342
O 1.013 -1.805 0.549 0.043
C 0.087 0.282 -1.500 -0.341
O 1.009 -0.031 -2.244 0.034
C -3.153 0.045 -1.826 -0.058
C -3.078 1.042 -0.841 -0.097
C -3.130 0.714 0.511 -0.051
C -3.246 -0.616 0.912 -0.087
C -3.299 -1.629 -0.046 -0.068
C -3.274 -1.297 -1.413 -0.106
H -3.110 0.264 -2.887 0.153
H -2.993 2.093 -1.090 0.115
H -3.010 1.514 1.242 0.149
H -3.302 -0.894 1.956 0.120
H -3.379 -2.668 0.265 0.154
H -3.335 -2.058 -2.171 0.126
C 4.015 -0.179 -0.905 -0.077
O 2.991 0.364 -0.051 -0.405
P 2.953 1.909 0.485 0.861
O 4.296 2.018 1.368 -0.321
C 4.731 1.052 2.342 -0.077
O 1.742 1.797 1.646 -0.444
C 1.655 2.963 2.534 -0.108
H 3.563 -1.092 -1.311 0.078
H 4.928 -0.430 -0.344 0.103
H 4.296 0.481 -1.744 0.105
H 3.979 0.279 2.557 0.072
H 5.638 0.569 1.978 0.101
H 4.959 1.598 3.269 0.108
H 2.336 2.842 3.407 0.113
H 1.883 3.901 1.994 0.097
H 0.621 3.015 2.896 0.065
```

Properties
* HOMO level (alpha / beta): -19.18 / -19.18 eV
* total charge: +4
* E_LUMO (alpha / beta): -0.56425 / -0.58060 Ha
* spin multiplicity: 2
* gap between HOMO and LUMO (alpha / beta): 3.823 / 3.377 eV

---

Entry 2:
# C20H43BN2O12P2

A 3-piece molecular cluster, C20H43BN2O12P2 overall (ωB97M-V with the def2-TZVPD basis set, the Open Molecules 2025 dataset).

```
80
Properties=species:S:1:pos:R:3:lowdin_charge:R:1
C -0.269 1.531 -3.835 -0.057
C 1.266 1.048 -3.777 -0.232
O 1.400 0.028 -4.793 -0.133
C 2.479 -0.872 -4.549 -0.216
C 3.723 -0.234 -3.825 -0.116
N 4.667 0.297 -3.371 0.158
C 1.998 -2.250 -3.862 -0.257
C 1.179 -1.992 -2.535 -0.035
N 0.663 -1.512 -1.587 0.218
O 3.179 -3.037 -3.700 -0.101
C 3.000 -4.155 -2.807 -0.214
C 3.583 -3.882 -1.325 -0.063
B 0.922 -2.884 -4.939 -0.445
O 1.067 -2.801 -6.350 0.129
O -0.216 -3.604 -4.430 0.107
H -0.394 2.519 -4.360 0.074
H -0.892 0.705 -4.312 0.079
H -0.635 1.585 -2.755 0.079
H 1.950 1.927 -4.026 0.136
H 1.427 0.688 -2.721 0.104
H 2.862 -1.192 -5.576 0.173
H 1.953 -4.578 -2.765 0.130
H 3.653 -4.996 -3.221 0.130
H 2.698 -3.950 -0.618 0.069
H 4.354 -4.681 -1.071 0.078
H 4.085 -2.871 -1.246 0.085
H 0.636 -1.992 -6.712 0.129
H -1.005 -3.030 -4.534 0.123
O -1.177 6.279 0.916 -0.241
P -0.257 5.133 0.515 0.701
O 1.133 6.047 0.494 -0.220
C 1.470 6.891 1.587 -0.298
C 2.461 6.214 2.515 -0.085
O -0.590 5.171 -1.103 -0.229
C -1.854 5.629 -1.570 -0.302
C -1.775 7.093 -1.962 -0.077
O 0.743 3.815 0.110 -0.205
C 1.496 3.132 1.096 -0.298
C 0.672 2.709 2.286 -0.083
H 0.589 7.206 2.150 0.102
H 1.929 7.790 1.167 0.119
H 1.995 5.370 3.029 0.062
H 2.823 6.912 3.273 0.078
H 3.318 5.829 1.957 0.078
H -2.633 5.454 -0.825 0.103
H -2.117 5.033 -2.447 0.111
H -1.327 7.702 -1.175 0.072
H -2.768 7.489 -2.188 0.077
H -1.144 7.215 -2.846 0.076
H 2.355 3.740 1.387 0.097
H 1.904 2.236 0.618 0.124
H 0.210 3.565 2.790 0.067
H 1.295 2.180 3.012 0.089
H -0.136 2.043 1.970 0.077
O -3.195 -3.125 1.745 -0.243
P -2.119 -3.753 2.620 0.679
O -2.264 -2.750 3.937 -0.213
C -3.538 -2.459 4.496 -0.297
C -3.823 -3.342 5.696 -0.084
O -0.813 -3.046 1.903 -0.221
C -0.877 -2.614 0.545 -0.312
C -1.211 -1.133 0.481 -0.107
O -0.976 -4.659 3.488 -0.198
C -1.394 -5.612 4.452 -0.300
C -2.450 -6.562 3.931 -0.088
H -4.341 -2.557 3.762 0.103
H -3.514 -1.414 4.817 0.119
H -3.955 -4.382 5.388 0.060
H -4.735 -3.023 6.205 0.078
H -2.995 -3.310 6.409 0.079
H -1.591 -3.213 -0.025 0.106
H 0.101 -2.786 0.099 0.069
H -2.085 -0.885 1.088 0.072
H -1.402 -0.822 -0.546 0.050
H -0.382 -0.541 0.877 0.064
H -1.724 -5.098 5.357 0.097
H -0.506 -6.186 4.732 0.124
H -3.350 -6.030 3.610 0.065
H -2.734 -7.278 4.708 0.086
H -2.075 -7.118 3.068 0.085
```

Properties
* HOMO level: -9.91 eV
* total charge: 0
* E_LUMO: -0.04716 Ha
* gap between HOMO and LUMO: 8.625 eV
* SMILES: CCO[C@@H](C#N)[C@](C#N)(OCC)B(O)O.CCOP(=O)(OCC)OCC.CCOP(=O)(OCC)OCC

---

Entry 3:
# C20H43BN3O16PS4

A 5-piece molecular cluster, C20H43BN3O16PS4 overall (ωB97M-V with the def2-TZVPD basis set, the Open Molecules 2025 dataset).

```
88
Properties=species:S:1:pos:R:3:lowdin_charge:R:1
C 5.034 -3.103 1.281 0.165
C 5.088 -2.508 0.258 -0.135
C 5.299 -1.935 -1.090 -0.383
C 4.894 -0.501 -1.085 -0.198
N 4.652 0.608 -1.250 0.204
C 4.414 -2.776 -2.084 -0.118
C 4.600 -4.214 -1.728 -0.207
N 4.560 -5.361 -1.764 0.193
B 2.838 -2.400 -1.985 -0.555
O 2.105 -2.565 -3.171 0.132
N 2.188 -1.957 -0.783 -0.078
C 1.003 -1.132 -1.110 -0.070
C 1.705 -3.094 0.050 -0.037
P 7.143 -2.010 -1.452 0.501
O 7.823 -2.349 -0.199 -0.258
O 7.505 -3.085 -2.575 -0.091
O 7.719 -0.579 -1.931 -0.105
H 4.861 -3.880 1.989 0.063
H 4.719 -2.612 -3.124 0.152
H 2.131 -3.520 -3.326 0.124
H 0.251 -1.714 -1.662 0.101
H 0.509 -0.783 -0.194 0.088
H 1.284 -0.235 -1.672 0.087
H 2.448 -3.380 0.800 0.065
H 0.796 -2.811 0.583 0.092
H 1.495 -3.968 -0.587 0.096
H 7.898 -3.833 -2.101 0.103
H 7.600 -0.003 -1.161 0.086
O -0.103 1.960 1.781 -0.308
S 0.119 1.329 3.055 0.599
O 0.006 -0.087 3.205 -0.266
O -0.794 2.047 4.143 -0.257
C -2.220 2.105 3.908 -0.238
C -2.881 0.757 4.117 -0.067
C 1.680 1.839 3.691 -0.114
H -2.425 2.495 2.909 0.116
H -2.628 2.817 4.623 0.103
H -2.540 0.032 3.378 0.069
H -3.964 0.841 4.028 0.088
H -2.634 0.357 5.101 0.083
H 1.765 2.919 3.606 0.075
H 2.447 1.351 3.093 0.079
H 1.757 1.519 4.727 0.075
O 0.131 -2.839 -6.260 -0.275
S 0.513 -1.632 -6.927 0.578
O -0.466 -0.773 -7.520 -0.276
O 1.624 -1.984 -8.024 -0.266
C 1.305 -2.971 -9.019 -0.258
C 0.331 -2.449 -10.059 -0.077
C 1.539 -0.673 -5.866 -0.116
H 0.924 -3.876 -8.541 0.115
H 2.245 -3.232 -9.502 0.120
H -0.641 -2.232 -9.617 0.068
H 0.184 -3.186 -10.849 0.080
H 0.701 -1.522 -10.499 0.084
H 2.304 -1.314 -5.437 0.057
H 0.905 -0.267 -5.079 0.077
H 1.981 0.137 -6.442 0.077
O -0.991 1.221 -2.751 -0.288
S -1.797 1.839 -1.737 0.578
O -2.742 1.083 -0.972 -0.276
O -2.543 3.103 -2.378 -0.263
C -3.366 2.888 -3.538 -0.257
C -4.670 2.190 -3.199 -0.077
C -0.751 2.709 -0.627 -0.134
H -2.808 2.335 -4.296 0.115
H -3.579 3.874 -3.947 0.120
H -4.496 1.177 -2.840 0.068
H -5.310 2.128 -4.080 0.080
H -5.199 2.728 -2.410 0.083
H -0.047 3.311 -1.198 0.083
H -0.220 1.970 -0.034 0.030
H -1.363 3.330 0.019 0.075
O -4.147 2.889 6.725 -0.280
S -3.950 2.253 7.996 0.571
O -4.071 0.838 8.152 -0.271
O -4.868 2.979 9.080 -0.261
C -6.286 3.044 8.836 -0.251
C -6.969 1.705 9.038 -0.074
C -2.391 2.751 8.648 -0.117
H -6.476 3.438 7.836 0.116
H -6.684 3.765 9.549 0.121
H -6.635 0.975 8.303 0.069
H -8.050 1.810 8.940 0.082
H -6.737 1.302 10.025 0.086
H -2.296 3.831 8.562 0.075
H -1.622 2.257 8.057 0.076
H -2.326 2.432 9.685 0.076
```

Properties
* HOMO level: -9.27 eV
* total charge: 0
* E_LUMO: 0.00805 Ha
* gap between HOMO and LUMO: 9.488 eV
* SMILES: C#C[C@](C#N)([C@@H](C#N)B(O)N(C)C)P(=O)(O)O.CCOS(C)(=O)=O.CCOS(C)(=O)=O.CCOS(C)(=O)=O.CCOS(C)(=O)=O

---

Computed DFT total energy (Eh) in order:
-3471.22376; -2507.73962; -4114.90579
Computed strongest force on any atom (Eh/bohr) in order:
0.1162; 0.1802; 0.0566